Arrangement A

ORCA calculation (the ωB97M-V functional and the def2-TZVPD basis) on C3H3NO in the gas phase.

Last column: Mulliken charge in e.
CARTESIAN COORDINATES (ANGSTROEM)
1 C -1.142 -0.015 0.090  -1.0763
2 C 0.316 -0.024 -0.018  0.4473
3 N 1.146 -0.783 -0.768  -0.4426
4 C 1.720 0.182 0.031  0.6007
5 O 2.677 0.757 0.354  -0.4664
6 H -1.636 0.386 -0.802  0.2872
7 H -1.548 0.448 1.005  0.2796
8 H -1.533 -0.951 0.107  0.3704

Summary:
M = 69.1 g/mol
LUMO level = 0.0132 hartree

Arrangement B

ORCA calculation (the ωB97M-V functional and the def2-TZVPD basis) on 2 unconnected molecules or ions with the total composition C3H3NO.

Last column: Mulliken charge in e.
CARTESIAN COORDINATES (ANGSTROEM)
1 C -0.473 -0.071 0.661  -0.2099
2 C -0.209 1.028 0.091  -0.1740
3 O 0.508 -0.001 -0.434  -0.4295
4 H -0.951 -0.922 1.048  0.4624
5 H -0.158 2.064 -0.168  0.3523
6 C -0.314 -2.483 -1.527  0.1116
7 N -1.168 -2.374 -0.804  -0.3926
8 H 0.343 -2.884 -2.264  0.2797

Summary:
M = 69.1 g/mol
LUMO level = 0.0431 hartree

Least stable = arrangement B

Arrangement A

ORCA calculation (the ωB97M-V functional and the def2-TZVPD basis) on 2 unconnected molecules or ions with the total composition C3H3NO.

Last column: Mulliken charge in e.
CARTESIAN COORDINATES (ANGSTROEM)
1 C -0.631 1.202 -0.872  0.2964
2 C 2.091 0.751 -2.879  0.0913
3 C -0.157 0.158 -0.006  -0.6933
4 N -1.036 2.028 -1.551  -0.3611
5 O 1.284 0.161 -3.402  -0.1044
6 H -0.916 -0.621 0.049  0.2510
7 H 0.035 0.564 0.985  0.2614
8 H 0.765 -0.276 -0.392  0.2586

Summary:
M = 69.1 g/mol
LUMO level = 0.0300 hartree

Arrangement B

ORCA calculation (the ωB97M-V functional and the def2-TZVPD basis) on C3H3NO in the gas phase.

Last column: Mulliken charge in e.
CARTESIAN COORDINATES (ANGSTROEM)
1 C 0.632 -0.150 0.772  -0.3423
2 C -0.609 0.368 0.719  -0.0163
3 O -0.988 0.296 -0.567  -0.2689
4 C 0.032 -0.199 -1.215  0.1001
5 N 1.040 -0.522 -0.461  -0.5066
6 H 1.198 -0.372 1.651  0.3658
7 H -1.350 0.747 1.434  0.3519
8 H 0.046 -0.167 -2.332  0.3164

Summary:
M = 69.1 g/mol
LUMO level = 0.0388 hartree

Arrangement C

ORCA calculation (the ωB97M-V functional and the def2-TZVPD basis) on C3H3NO in the gas phase.

Last column: Mulliken charge in e.
CARTESIAN COORDINATES (ANGSTROEM)
1 C -0.397 -0.805 0.628  -0.7246
2 C -0.652 0.469 0.389  0.0738
3 O 0.015 1.203 -0.605  -0.3391
4 C 1.044 0.614 -1.129  0.5461
5 N 1.962 0.108 -1.625  -0.4338
6 H 0.233 -1.398 -0.028  0.2539
7 H -0.814 -1.290 1.497  0.2464
8 H -1.390 1.099 0.873  0.3773

Summary:
M = 69.1 g/mol
LUMO level = 0.0294 hartree

Least stable = arrangement C

Arrangement A

ORCA calculation (the ωB97M-V functional and the def2-TZVPD basis) on 3 unconnected molecules or ions with the total composition C3H4BrN.

Last column: Mulliken charge in e.
CARTESIAN COORDINATES (ANGSTROEM)
1 C 1.110 0.637 0.270  -0.2891
2 C -0.449 -0.021 -1.813  -0.3737
3 C -1.468 -0.644 -1.427  -0.3812
4 N 1.489 1.040 1.258  -0.0194
5 Br 1.625 -0.711 4.334  -0.0030
6 H 1.484 1.217 2.295  0.2980
7 H -2.389 -1.078 -2.022  0.1860
8 H -1.564 -0.966 -0.404  0.2181
9 H 0.162 0.526 -2.489  0.3644

Summary:
M = 134.0 g/mol
LUMO level (alpha / beta) = 0.0362 / -0.1561 hartree

Arrangement B

ORCA calculation (the ωB97M-V functional and the def2-TZVPD basis) on 2 unconnected molecules or ions with the total composition C3H4BrN.

Last column: Mulliken charge in e.
CARTESIAN COORDINATES (ANGSTROEM)
1 C -1.075 1.069 -1.032  0.5224
2 C -0.397 -0.107 -1.369  -0.7748
3 C 0.682 -0.575 1.461  -0.7237
4 N -1.635 2.025 -0.721  -0.3463
5 Br 2.041 0.704 1.528  -0.0342
6 H -0.962 -0.907 -1.917  0.2475
7 H 0.680 -0.310 -1.275  0.3477
8 H 0.878 -1.668 1.452  0.3614
9 H -0.212 -0.231 1.873  0.4000

Summary:
M = 134.0 g/mol
LUMO level (alpha / beta) = -0.0164 / -0.0488 hartree

Arrangement C

ORCA calculation (the ωB97M-V functional and the def2-TZVPD basis) on 2 unconnected molecules or ions with the total composition C3H4BrN.

Last column: Mulliken charge in e.
CARTESIAN COORDINATES (ANGSTROEM)
1 C -0.671 1.895 -0.026  -0.5218
2 C 0.119 -1.104 -0.104  0.4801
3 C 0.663 0.016 0.468  -0.4952
4 N -0.040 -2.297 0.124  -0.5817
5 Br 2.364 0.509 0.047  0.0499
6 H -0.104 2.650 0.539  0.2322
7 H -1.537 1.612 0.538  0.2492
8 H -0.239 -0.546 -1.048  0.3057
9 H -0.556 -2.734 -0.539  0.2815

Summary:
M = 134.0 g/mol
LUMO level (alpha / beta) = -0.0542 / -0.0584 hartree

Least stable = arrangement C

Arrangement A

ORCA calculation (the ωB97M-V functional and the def2-TZVPD basis) on 2 unconnected molecules or ions with the total composition C9H16.

Last column: Mulliken charge in e.
CARTESIAN COORDINATES (ANGSTROEM)
1 C -0.739 3.436 -0.477  -1.0089
2 C -0.309 2.197 -0.319  0.3110
3 C 0.723 1.383 -0.807  -0.1460
4 C 1.289 0.400 -0.037  0.0296
5 C 2.358 -0.505 -0.572  -1.3571
6 H -0.191 4.155 -1.073  0.3105
7 H -1.648 3.789 -0.008  0.2915
8 H -1.039 1.412 0.365  -0.0340
9 H 0.836 1.330 -1.888  0.2539
10 H 1.309 0.555 1.036  0.4105
11 H 3.349 -0.081 -0.385  0.3621
12 H 2.336 -1.482 -0.088  0.3028
13 H 2.249 -0.651 -1.648  0.3284
14 C -1.707 -0.008 0.691  -1.4386
15 C -0.766 -0.998 0.458  1.3510
16 C -0.815 -1.763 -0.839  -1.3886
17 C -0.173 -1.742 1.627  -1.3560
18 H -1.987 0.219 1.713  0.3825
19 H -2.516 0.114 -0.020  0.3658
20 H 0.175 -2.097 -1.141  0.2487
21 H -1.431 -2.659 -0.734  0.4040
22 H -1.220 -1.159 -1.648  0.3661
23 H -0.181 -1.140 2.534  0.3839
24 H 0.851 -2.060 1.428  0.2284
25 H -0.753 -2.646 1.828  0.3985

Summary:
M = 124.2 g/mol
LUMO level = 0.0288 hartree

Arrangement B

ORCA calculation (the ωB97M-V functional and the def2-TZVPD basis) on C9H16 in the gas phase.

Last column: Mulliken charge in e.
CARTESIAN COORDINATES (ANGSTROEM)
1 C -0.871 0.801 -0.486  -0.4938
2 C 0.669 0.723 -0.866  -1.2586
3 C -2.057 0.132 -0.247  1.1521
4 C -3.292 0.903 -0.253  -1.3058
5 C -2.121 -1.354 -0.179  -1.2102
6 C 2.695 1.259 0.135  -1.5370
7 C 2.204 -1.037 -0.691  -1.6281
8 C 1.088 -0.399 1.436  -1.4405
9 C 1.645 0.182 0.062  2.4663
10 H -1.216 1.788 -0.682  0.2333
11 H -4.053 0.497 -1.012  0.2969
12 H -3.262 1.955 -0.565  0.3891
13 H -3.956 1.004 0.777  0.2180
14 H -3.128 -1.700 -0.063  0.4105
15 H -1.530 -1.909 0.573  0.2459
16 H -1.799 -1.821 -1.218  0.2465
17 H 3.668 0.820 0.196  0.3782
18 H 2.766 1.839 -0.869  0.3706
19 H 2.601 1.928 1.079  0.3458
20 H 1.547 -1.812 -0.392  0.4422
21 H 3.275 -1.168 -0.386  0.3232
22 H 2.197 -0.982 -1.816  0.3578
23 H 0.134 -0.031 1.764  0.3730
24 H 1.880 -0.113 2.229  0.3386
25 H 0.917 -1.504 1.476  0.2861

Summary:
M = 124.2 g/mol
LUMO level (alpha / beta) = -0.0048 / -0.0050 hartree

Least stable = arrangement B

Arrangement A

ORCA calculation (the ωB97M-V functional and the def2-TZVPD basis) on a molecular structure, C3H5NO2S.

Last column: Mulliken charge in e.
CARTESIAN COORDINATES (ANGSTROEM)
1 C -0.871 0.348 0.389  0.1249
2 C 0.784 1.438 0.386  0.6014
3 C -0.859 -0.784 1.332  -1.0099
4 N 0.653 2.364 -0.579  -0.2784
5 O 1.642 1.183 1.188  -0.5108
6 O -3.078 -0.109 -0.677  -0.4066
7 S -1.906 0.834 -0.736  0.0891
8 H -1.624 -1.510 1.250  0.4259
9 H -1.043 -0.552 2.398  0.2764
10 H 0.004 -1.397 1.272  0.2961
11 H -0.219 2.337 -0.951  0.1267
12 H 1.356 3.132 -0.590  0.2651

Summary:
M = 119.1 g/mol
2S+1 = 3
LUMO level (alpha / beta) = 0.0216 / -0.0910 hartree
⟨S²⟩ = 2.015

Arrangement B

ORCA calculation (the ωB97M-V functional and the def2-TZVPD basis) on C3H5NO2S in the gas phase.

Last column: Mulliken charge in e.
CARTESIAN COORDINATES (ANGSTROEM)
1 C 1.183 0.243 -0.179  0.1296
2 C -0.362 -1.440 0.183  -0.6876
3 C 0.097 1.171 0.060  -0.4461
4 N 2.315 -0.122 -0.397  -0.4482
5 O -2.346 0.206 1.015  -0.6174
6 O -1.903 0.202 -1.417  -0.6311
7 S -1.359 -0.006 -0.068  1.0835
8 H -0.548 -2.318 -0.394  0.3938
9 H -0.506 -1.674 1.284  0.3283
10 H 0.342 1.590 1.061  0.2963
11 H -0.124 1.763 -0.799  0.3563
12 H 3.213 0.386 -0.350  0.2426

Summary:
M = 119.1 g/mol
2S+1 = 3
LUMO level (alpha / beta) = 0.0224 / -0.0835 hartree
⟨S²⟩ = 2.008

Least stable = arrangement B

Arrangement A

ORCA calculation (the ωB97M-V functional and the def2-TZVPD basis) on a molecular structure, C9H18N2O4.

Last column: Mulliken charge in e.
CARTESIAN COORDINATES (ANGSTROEM)
1 C -2.098 -0.759 0.316  -0.2501
2 C -0.739 -0.614 1.001  0.0030
3 C -2.446 0.466 -0.676  0.4370
4 C -3.878 0.242 -0.979  -1.4712
5 C 1.468 -0.085 0.613  -0.3844
6 C 1.200 1.490 0.853  0.6806
7 C 2.839 -0.297 -0.140  -0.0414
8 C 3.202 -1.783 -0.431  -1.4518
9 C 2.627 0.541 -1.395  -0.9308
10 H -3.164 -2.035 1.837  0.3084
11 H -3.013 -0.006 2.139  0.2603
12 H -2.079 -1.643 -0.246  0.5340
13 H -1.778 0.380 -1.679  0.1034
14 H -1.085 1.354 0.306  0.5898
15 H -4.070 -0.733 -1.475  0.3448
16 H -4.598 0.442 -0.075  0.2735
17 H -4.261 0.912 -1.739  0.4482
18 H 0.013 -0.581 -0.906  0.2587
19 H 1.525 -0.686 1.485  0.5909
20 H 3.675 -0.018 0.362  0.6084
21 H 3.185 -2.114 0.753  0.2573
22 H 4.109 -1.833 -0.840  0.5601
23 H 2.354 -2.398 -0.844  0.2647
24 H 3.424 0.239 -2.182  0.4171
25 H 3.198 1.884 -1.095  0.1834
26 H 1.391 0.623 -1.927  0.1269
27 H 1.837 3.034 1.557  0.3980
28 N -3.002 -0.774 1.424  -0.5997
29 N 0.313 -0.522 0.000  -0.1543
30 O -0.293 -0.861 2.125  -0.6455
31 O -2.228 1.937 -0.290  -0.6942
32 O 0.213 2.087 0.432  -0.5558
33 O 2.160 2.109 1.718  -0.4695

Summary:
M = 218.3 g/mol
LUMO level = 0.0063 hartree

Arrangement B

ORCA calculation (the ωB97M-V functional and the def2-TZVPD basis) on C9H18N2O4 in the gas phase.

Last column: Mulliken charge in e.
CARTESIAN COORDINATES (ANGSTROEM)
1 C -2.789 -0.647 -0.565  -1.3794
2 C -1.613 -0.975 0.307  0.7062
3 C -1.999 -1.994 1.437  -1.7243
4 C -0.890 0.268 0.789  0.3120
5 N 0.535 -0.018 1.103  -0.0420
6 C 1.642 0.446 0.490  0.0708
7 O 2.674 0.180 1.094  -0.7256
8 C 1.719 1.329 -0.710  -0.0377
9 N 2.995 2.006 -0.754  -0.7614
10 C 1.490 0.587 -1.981  0.0385
11 C 2.279 -0.730 -2.088  -1.4419
12 O 0.106 0.305 -1.969  -0.4479
13 C -1.447 0.915 2.091  0.1080
14 O -2.501 1.488 2.150  -0.5857
15 O -0.734 0.873 3.253  -0.4725
16 H -3.420 -1.496 -0.896  0.3908
17 H -2.415 -0.237 -1.540  0.2482
18 H -3.500 0.060 -0.114  0.3046
19 H -0.869 -1.486 -0.302  0.0758
20 H -1.143 -2.405 1.964  0.3642
21 H -2.638 -1.562 2.190  0.3957
22 H -2.582 -2.817 1.078  0.4671
23 H -0.824 1.082 0.031  0.4831
24 H 0.660 -0.330 2.054  0.3656
25 H 0.917 2.108 -0.691  0.4415
26 H 2.947 2.652 0.018  0.3320
27 H 3.674 1.295 -0.449  0.3442
28 H 1.665 1.344 -2.792  0.2747
29 H 2.058 -1.228 -3.083  0.4366
30 H 3.315 -0.588 -2.150  0.4081
31 H 2.071 -1.376 -1.255  0.3432
32 H -0.039 -0.427 -2.589  0.3317
33 H -1.343 1.379 3.882  0.3757

Summary:
M = 218.3 g/mol
LUMO level = 0.0230 hartree

Least stable = arrangement A

Arrangement A

ORCA calculation (the ωB97M-V functional and the def2-TZVPD basis) on C9H18N2O4 in the gas phase.

Last column: Mulliken charge in e.
CARTESIAN COORDINATES (ANGSTROEM)
1 C 2.830 1.237 -1.446  -1.3661
2 C 2.875 0.553 -0.088  0.2795
3 C 3.814 -0.665 -0.046  -1.4404
4 C 1.525 0.198 0.506  0.3067
5 N 1.706 -0.570 1.879  -0.8530
6 C 0.615 -0.727 -0.240  -0.1257
7 O 0.806 -1.928 -0.080  -0.6751
8 N -0.197 -0.253 -1.195  0.1126
9 C -1.424 0.494 -0.840  0.0588
10 C -1.309 1.313 0.418  0.1895
11 O -1.284 2.526 0.495  -0.5619
12 O -1.234 0.431 1.542  -0.4518
13 C -2.661 -0.476 -0.815  0.1924
14 C -2.458 -1.919 -0.137  -1.1271
15 O -3.731 0.041 -0.073  -0.5898
16 H 3.644 1.940 -1.802  0.3531
17 H 2.578 0.570 -2.254  0.3271
18 H 2.007 2.024 -1.580  0.2947
19 H 3.185 1.380 0.629  0.2313
20 H 4.022 -1.104 0.959  0.2910
21 H 4.751 -0.546 -0.509  0.4731
22 H 3.285 -1.474 -0.595  0.2791
23 H 0.964 1.132 0.647  0.6111
24 H 1.605 -1.530 1.669  0.3230
25 H 0.908 -0.329 2.360  0.2965
26 H -0.325 -0.963 -1.811  0.3724
27 H -1.585 1.238 -1.660  0.1442
28 H -0.875 0.988 2.241  0.4046
29 H -3.022 -0.617 -1.867  0.3659
30 H -3.395 -2.330 0.166  0.4026
31 H -1.876 -1.617 0.749  0.2296
32 H -1.781 -2.605 -0.708  0.2996
33 H -3.955 0.981 -0.361  0.3527

Summary:
M = 218.3 g/mol
LUMO level = 0.0170 hartree

Arrangement B

ORCA calculation (the ωB97M-V functional and the def2-TZVPD basis) on a molecular structure, C9H18N2O4.

Last column: Mulliken charge in e.
CARTESIAN COORDINATES (ANGSTROEM)
1 C -0.472 -0.243 1.059  -0.2508
2 C 0.112 -0.904 -0.200  0.4686
3 C -1.961 -0.434 1.058  -1.2071
4 C -2.574 0.070 -0.353  0.6873
5 C -2.975 1.556 -0.411  -1.1978
6 C -3.872 -0.889 -0.533  -1.1606
7 C 2.588 -0.167 0.171  0.2032
8 C 2.844 1.268 -0.252  0.3647
9 C 4.006 -0.841 0.044  -0.3614
10 H -0.538 1.933 0.529  0.1791
11 H 0.267 1.407 2.217  0.3009
12 H -0.016 -0.547 2.016  0.5753
13 H -2.111 -1.553 0.846  0.4108
14 H -2.530 -0.164 1.974  0.3231
15 H -1.904 -0.153 -1.298  0.1581
16 H -3.497 1.774 -1.435  0.3951
17 H -2.011 2.220 -0.370  0.1843
18 H -3.652 1.893 0.539  0.1999
19 H -4.168 -1.331 0.593  0.1869
20 H -3.466 -1.768 -1.011  0.3300
21 H -4.671 -0.374 -1.146  0.3505
22 H 1.696 -0.979 -1.776  0.3579
23 H 2.386 -0.060 1.215  0.1885
24 H 4.601 -0.407 1.033  0.2297
25 H 4.626 -0.461 -0.963  0.2610
26 H 4.432 -3.060 -0.330  0.3482
27 H 2.485 2.342 -1.887  0.3620
28 N -0.009 1.102 1.016  -0.4308
29 N 1.449 -0.888 -0.449  -0.1921
30 O -0.702 -1.602 -0.875  -0.6944
31 O 3.623 1.997 0.342  -0.5716
32 O 3.794 -2.240 0.100  -0.5517
33 O 2.219 1.506 -1.460  -0.4469

Summary:
M = 218.3 g/mol
LUMO level = 0.0113 hartree

Least stable = arrangement B